--- a ---
{"formula": "C5H10O", "method": "ωB97M-V/def2-TZVPD", "elements": ["C", "C", "C", "C", "C", "O", "H", "H", "H", "H", "H", "H", "H", "H", "H", "H"], "xyz": [[-1.8549, -0.1523, -0.3791], [-0.3770, -0.5452, -0.3929], [0.5741, 0.6612, -0.5868], [-0.0549, -1.2042, 0.9327], [0.7860, 1.5174, 0.6713], [0.9206, -2.0647, 0.7266], [-2.1749, 0.2677, -1.3383], [-2.4882, -1.0207, -0.1701], [-2.0552, 0.5851, 0.4029], [-0.1820, -1.2323, -1.2285], [1.5456, 0.2856, -0.9297], [0.1761, 1.2890, -1.3936], [1.5052, 2.3218, 0.4840], [1.1717, 0.9124, 1.4975], [-0.1456, 1.9879, 1.0009], [1.1435, -2.4547, 1.5859]], "total_charge": 0, "lumo_energy_ev": 0.9, "multiplicity": 1, "gap_ev": 9.3028}

---

--- b ---
{"formula": "C5H10O", "method": "ωB97M-V/def2-TZVPD", "elements": ["C", "C", "C", "C", "C", "O", "H", "H", "H", "H", "H", "H", "H", "H", "H", "H"], "xyz": [[0.4020, -1.5809, 1.1312], [0.7062, -0.2260, 0.5322], [-0.4437, 0.8024, 0.6376], [-0.4744, 1.3716, -0.7804], [-0.1538, 0.1156, -1.5741], [0.9517, -0.4232, -0.8722], [0.1972, -1.4879, 2.2006], [-0.4729, -2.0107, 0.6295], [1.2556, -2.2482, 0.9758], [1.6202, 0.1828, 0.9855], [-0.2745, 1.5619, 1.4081], [-1.3933, 0.3004, 0.8703], [-1.4055, 1.8729, -1.0533], [0.3619, 2.0672, -0.9126], [-1.0078, -0.5855, -1.5624], [0.1310, 0.2875, -2.6159]], "total_charge": 0, "lumo_energy_ev": 1.1, "multiplicity": 1, "gap_ev": 10.6948}

---

--- c ---
{"formula": "C5H10O", "method": "ωB97M-V/def2-TZVPD", "elements": ["C", "C", "C", "C", "H", "H", "H", "H", "H", "H", "H", "H", "C", "O", "H", "H"], "xyz": [[-0.8190, -1.1915, -0.5991], [-0.0970, -0.0875, -0.7444], [0.9606, 0.3708, 0.2123], [2.3276, 0.0125, -0.3747], [-0.7396, -1.7992, 0.3036], [-1.5198, -1.5226, -1.3620], [-0.2341, 0.5427, -1.6265], [0.8383, -0.1127, 1.1890], [0.9006, 1.4554, 0.3751], [2.4035, -1.0725, -0.5180], [2.4662, 0.4919, -1.3517], [3.1292, 0.3351, 0.2951], [-2.3972, 0.6438, 0.5449], [-1.6694, 1.3266, 1.2259], [-2.9179, -0.2538, 0.9407], [-2.6078, 0.8505, -0.5228]], "total_charge": 0, "lumo_energy_ev": 1.0, "multiplicity": 1, "gap_ev": 10.7461}

---

--- d ---
{"formula": "C5H10O", "method": "ωB97M-V/def2-TZVPD", "elements": ["C", "C", "C", "C", "O", "C", "H", "H", "H", "H", "H", "H", "H", "H", "H", "H"], "xyz": [[2.0221, 1.8772, -0.3399], [1.1965, 0.9896, -0.8843], [0.7496, -0.2665, -0.1905], [-0.4879, 0.1313, 0.6308], [-1.1962, -0.9230, 1.2287], [-1.9517, -1.6784, 0.3181], [2.5188, 1.6722, 0.6071], [2.2167, 2.8403, -0.8024], [0.6905, 1.2295, -1.8201], [0.5125, -1.0566, -0.9133], [1.5295, -0.6534, 0.4759], [-1.1591, 0.7325, -0.0079], [-0.1477, 0.7785, 1.4453], [-2.5451, -2.3846, 0.9034], [-1.3154, -2.2443, -0.3775], [-2.6330, -1.0444, -0.2734]], "total_charge": 0, "lumo_energy_ev": 1.1, "multiplicity": 1, "gap_ev": 10.6386}

---

Consider the structures shown above. The most stable of them is b.